Here is C12H28B2F8N4O4Sr as an isolated structure in a non-equilibrium geometry from the OMol25 dataset. Energies are from wB97M-V/def2-TZVPD.

```
59
Properties=species:S:1:pos:R:3:forces:R:3:mulliken_charge:R:1
Sr 2.780137 -2.789061 16.779538 -0.589 0.050 -0.672 2.444
B 1.054928 -0.071010 16.583424 -0.015 -0.832 -0.352 0.655
F -0.157403 0.400165 16.104305 0.449 -0.142 0.397 -0.333
F 1.801385 -0.683091 15.502210 -0.094 0.000 0.064 -0.387
F 1.864988 0.856765 17.186020 -0.021 0.575 0.103 -0.414
F 0.883546 -1.170968 17.523562 -0.191 0.141 -0.194 -0.448
B 4.359224 -5.919030 16.932319 0.605 -0.030 0.769 0.449
F 4.498796 -6.566361 15.739928 -0.180 -0.638 -0.636 -0.397
F 5.234955 -4.846631 16.986164 2.156 1.002 -0.109 -0.386
F 3.170960 -5.219321 17.032666 -2.739 0.070 -0.163 -0.386
F 4.483400 -6.729886 18.053406 0.146 -0.369 -0.101 -0.372
C 5.860406 -4.001038 13.708209 -0.778 0.644 0.916 -0.976
C 4.432642 -3.444605 13.702106 0.865 0.819 -0.033 0.655
O 4.080387 -2.623526 14.541327 -0.223 0.131 0.976 -0.607
N 3.605658 -3.790802 12.725229 -0.336 0.086 -0.307 -0.179
C 2.183649 -3.352516 12.608478 1.602 -1.777 1.041 -0.704
H 6.617660 -3.241375 13.514618 -0.331 0.354 0.131 0.293
H 6.000939 -4.739693 12.966717 0.107 -1.128 -0.631 0.443
H 6.010142 -4.387653 14.726034 0.090 -0.112 -0.398 0.067
H 4.015699 -4.407336 12.068757 -0.183 -0.572 -0.774 0.182
H 1.628208 -4.065544 13.222315 -0.315 0.593 0.370 0.087
H 1.894958 -3.608235 11.618436 -0.308 0.575 -1.026 0.394
H 2.098848 -2.328983 12.940915 -0.275 0.154 -0.149 0.252
C 4.990855 0.747217 15.945911 2.203 -1.052 -0.568 -1.131
C 5.439035 -0.463133 16.734673 -2.246 -1.124 -0.274 0.501
O 4.572860 -1.308580 17.035374 1.435 0.949 0.639 -0.390
N 6.732107 -0.728049 16.916324 -0.420 -0.165 -0.335 -0.191
C 7.281763 -1.797208 17.665187 1.454 -0.386 1.641 -0.580
H 5.343534 0.414495 14.951841 -0.475 0.435 -0.074 0.310
H 5.599687 1.611551 16.178875 -0.247 0.432 0.177 0.416
H 3.929904 0.875154 15.934553 -0.460 0.110 0.311 0.114
H 7.401795 -0.087364 16.646443 1.064 1.808 -0.768 0.215
H 7.283800 -1.479165 18.726907 0.063 -0.557 -0.242 0.312
H 8.349039 -2.055240 17.408555 -1.109 0.666 -0.118 0.335
H 6.737591 -2.700962 17.564395 -0.746 -0.730 -0.175 -0.045
C 4.988946 -4.084067 19.876740 2.262 0.754 0.363 -0.338
C 3.910274 -3.092357 20.028018 -0.612 2.028 0.345 0.537
O 3.042294 -2.876733 19.178339 0.229 -0.583 0.311 -0.767
N 3.933184 -2.307917 21.150613 0.845 -1.135 -1.268 -0.239
C 2.845252 -1.500902 21.524634 -3.113 0.113 0.316 -0.868
H 4.504503 -5.027049 19.751256 0.078 -0.946 -0.004 0.200
H 5.748326 -4.047560 20.752212 -1.393 -0.299 -1.388 0.337
H 5.556382 -3.874894 18.924078 -0.745 -0.295 1.049 -0.226
H 4.499377 -2.696630 21.857608 0.637 -0.074 0.933 0.247
H 2.055902 -2.127495 22.033370 0.670 0.550 -0.172 0.304
H 2.294046 -1.125001 20.643199 0.691 -0.044 0.246 0.246
H 3.064887 -0.665249 22.186823 0.463 -0.118 -0.132 0.309
C 0.533159 -6.356156 15.656981 0.773 -0.924 0.743 -1.152
C 0.031140 -4.971281 15.786772 0.940 1.544 -0.184 0.580
O 0.819293 -3.989908 15.805280 -1.334 -1.101 0.034 -0.349
N -1.302857 -4.789608 15.752249 0.199 2.431 0.160 -0.214
C -1.795485 -3.329522 15.754089 1.830 -1.912 -0.391 -0.713
H 0.600827 -6.899262 16.639047 0.357 0.815 -0.740 0.250
H 1.510714 -6.396462 15.097380 -1.136 -0.004 0.751 0.129
H -0.269261 -6.855851 15.166519 -0.239 -0.926 -0.883 0.515
H -1.958155 -5.542154 15.780906 -0.014 -0.307 -0.052 0.202
H -1.501532 -2.917662 14.761131 -0.131 0.108 1.056 0.228
H -1.295238 -2.869651 16.619842 -0.308 0.329 -0.688 0.196
H -2.851607 -3.341600 15.851059 -0.907 0.019 0.161 0.388
```
Forces are in eV/Å.

Highest occupied orbital energy: -10.0189 eV
Orbital gap: 10.54 eV
LUMO energy: 0.5 eV
Energy relative to the best compared isomer or geometry (same formula, charge and spin): 0.000 eV
Total charge: 0